This record from OMol25 describes 14 unconnected molecules or ions with the total composition C36H67Cl28N2O3S. The level of theory is ωB97M-V/def2-TZVPD.

CARTESIAN COORDINATES (ANGSTROEM)
C: -0.103 -0.866 -0.354
C: 0.544 -2.019 -1.123
Cl: -0.685 -3.321 -1.331
C: 1.858 -2.521 -0.516
Cl: 2.567 -3.797 -1.578
C: 1.775 -3.078 0.919
C: 3.163 -3.010 1.578
N: 3.187 -3.563 2.987
C: 2.039 -4.474 3.296
C: 2.475 -5.502 4.379
C: 3.169 -6.722 3.757
O: 4.339 -6.732 3.511
O: 2.416 -7.797 3.426
N: 0.847 -3.786 3.799
C: 0.970 -3.280 4.901
S: 1.109 -2.289 6.096
C: 1.702 -5.194 1.963
O: 1.133 -4.345 0.996
H: 0.595 -0.039 -0.166
H: -0.426 -1.209 0.633
H: -1.028 -0.512 -0.845
H: 0.755 -1.649 -2.132
H: 2.560 -1.680 -0.526
H: 1.125 -2.383 1.484
H: 3.425 -1.946 1.639
H: 3.938 -3.525 1.000
H: 4.034 -4.142 3.061
H: 3.318 -2.792 3.648
H: 3.177 -5.037 5.084
H: 1.622 -5.875 4.956
H: 1.616 -7.832 3.973
H: 2.611 -5.634 1.513
H: 1.021 -6.023 2.173
Cl: -2.139 1.197 -0.457
C: -2.480 2.850 -1.052
C: -1.891 3.086 -2.418
Cl: -0.107 3.127 -2.380
H: -2.094 3.556 -0.324
H: -3.559 2.956 -1.094
H: -2.225 4.050 -2.797
H: -2.195 2.315 -3.123
Cl: -4.083 6.337 -2.872
C: -5.492 6.273 -1.783
C: -5.102 6.444 -0.336
Cl: -4.171 5.045 0.272
H: -6.002 5.327 -1.951
H: -6.160 7.081 -2.079
H: -5.996 6.525 0.281
H: -4.502 7.338 -0.182
Cl: -1.653 -2.035 2.584
C: -2.663 -2.504 3.977
C: -3.478 -1.350 4.499
Cl: -2.456 -0.104 5.264
H: -2.010 -2.910 4.749
H: -3.323 -3.300 3.635
H: -4.171 -1.704 5.261
H: -4.052 -0.876 3.706
Cl: -2.089 8.249 5.076
C: -3.087 6.780 4.942
C: -3.721 6.645 3.580
Cl: -4.969 7.886 3.294
H: -3.836 6.808 5.730
H: -2.428 5.932 5.124
H: -4.214 5.677 3.496
H: -2.983 6.722 2.786
Cl: -5.526 -5.075 0.375
C: -4.900 -5.967 -1.037
C: -3.748 -5.251 -1.696
Cl: -4.257 -3.743 -2.494
H: -5.724 -6.120 -1.731
H: -4.570 -6.940 -0.676
H: -3.314 -5.885 -2.468
H: -2.969 -5.005 -0.977
Cl: 4.047 0.196 0.748
C: 4.774 1.109 2.101
C: 6.274 1.172 1.991
Cl: 7.024 -0.427 2.250
H: 4.463 0.641 3.032
H: 4.353 2.112 2.065
H: 6.670 1.838 2.756
H: 6.587 1.540 1.017
Cl: 6.023 3.102 -1.247
C: 7.473 4.128 -1.068
C: 7.458 4.919 0.217
Cl: 6.195 6.173 0.220
H: 7.532 4.778 -1.937
H: 8.336 3.462 -1.079
H: 8.412 5.429 0.345
H: 7.295 4.276 1.079
Cl: -5.148 11.520 -3.666
C: -3.407 11.339 -4.013
C: -2.963 9.900 -3.948
Cl: -3.010 9.255 -2.289
H: -2.856 11.960 -3.308
H: -3.242 11.732 -5.015
H: -1.932 9.816 -4.290
H: -3.583 9.261 -4.575
Cl: -0.592 -6.428 6.225
C: 0.276 -6.089 7.751
C: -0.641 -5.586 8.839
Cl: -1.274 -3.960 8.483
H: 1.063 -5.368 7.535
H: 0.740 -7.023 8.065
H: -0.088 -5.516 9.774
H: -1.489 -6.250 8.993
Cl: 0.332 -7.838 -5.813
C: 1.623 -6.924 -4.986
C: 1.082 -5.752 -4.209
Cl: 0.444 -4.468 -5.266
H: 2.344 -6.609 -5.734
H: 2.116 -7.618 -4.308
H: 1.881 -5.307 -3.622
H: 0.286 -6.053 -3.531
Cl: 4.557 -8.186 -5.812
C: 6.031 -7.210 -5.575
C: 5.993 -6.410 -4.297
Cl: 4.777 -5.107 -4.362
H: 6.150 -6.566 -6.444
H: 6.869 -7.906 -5.548
H: 6.959 -5.933 -4.133
H: 5.771 -7.038 -3.438
Cl: -3.870 -2.832 -8.498
C: -2.310 -3.233 -9.261
C: -1.263 -3.621 -8.247
Cl: -0.761 -2.241 -7.236
H: -1.995 -2.376 -9.852
H: -2.492 -4.068 -9.936
H: -0.370 -3.979 -8.757
H: -1.618 -4.408 -7.586
Cl: -4.281 11.030 1.560
C: -4.620 12.676 0.965
C: -4.028 12.922 -0.399
Cl: -2.245 12.979 -0.360
H: -4.242 13.385 1.698
H: -5.704 12.778 0.918
H: -4.365 13.885 -0.781
H: -4.325 12.151 -1.107

Forces on the atoms, in the same order (eV/Å):
0.0 -0.6 0.5
-0.4 0.6 -0.1
0.3 0.1 0.0
-0.2 -0.7 -0.1
0.2 0.3 0.3
-0.5 0.6 0.6
0.0 0.5 -0.7
0.6 0.2 -0.3
-1.4 -1.9 0.1
0.3 -0.8 -0.2
0.3 -0.2 0.0
0.2 0.5 -0.2
-0.1 0.4 0.6
1.2 -0.5 -0.1
-0.4 2.0 -0.1
-0.1 -0.7 0.1
0.3 0.2 -0.4
0.3 0.1 0.3
-0.1 0.0 -0.4
0.1 0.0 -0.1
1.2 -0.7 -0.1
0.1 -0.3 0.1
-0.1 -0.1 0.0
0.2 0.0 -0.1
0.1 -0.5 0.0
-0.2 0.0 0.1
-0.1 0.0 0.1
-0.4 -0.2 0.2
-0.1 -0.1 -0.1
-0.1 0.5 -0.3
-0.1 0.0 -0.2
0.0 0.0 0.5
-0.1 0.3 -0.1
-0.6 0.9 0.1
0.0 -0.1 -0.1
-0.1 0.0 -0.1
0.0 -0.1 0.0
0.1 -0.1 0.0
0.0 -0.1 -0.1
0.0 0.0 0.1
0.1 0.0 0.1
-0.1 -0.5 -0.1
-0.1 0.0 0.0
-0.1 0.2 0.0
-0.2 0.3 0.2
0.1 0.0 0.0
0.1 0.1 0.0
0.0 -0.1 0.0
0.1 -0.1 0.0
-0.1 0.0 0.1
-0.1 -0.2 0.1
-0.1 0.0 0.0
0.0 0.0 0.0
0.0 0.1 0.0
0.0 0.1 0.0
0.1 0.0 0.0
0.1 0.0 0.0
0.0 0.0 0.0
0.0 -0.1 0.1
0.0 -0.2 0.0
0.0 0.0 -0.1
0.0 0.1 0.0
0.0 0.0 -0.1
0.0 0.0 0.1
0.0 0.1 0.0
0.0 0.0 0.0
0.1 -0.1 -0.1
0.1 0.0 -0.1
0.0 0.0 0.0
0.0 0.1 0.0
0.0 0.0 0.0
-0.1 0.0 0.0
-0.1 0.1 0.0
0.0 0.2 -0.1
0.0 0.2 0.2
0.1 0.1 0.0
0.0 -0.1 0.0
0.0 -0.1 0.0
0.0 0.0 -0.1
-0.1 0.0 0.1
-0.1 -0.1 0.0
0.0 0.0 0.0
0.2 0.0 0.0
0.1 0.0 0.0
0.0 0.0 0.0
-0.1 0.0 0.0
0.0 0.0 0.0
0.0 0.0 -0.1
0.0 0.0 0.0
0.0 0.0 0.0
0.1 0.1 -0.1
0.0 -0.1 -0.1
0.1 0.5 0.2
-0.1 -0.1 0.1
0.0 -0.1 0.0
0.0 0.1 0.0
-0.1 0.0 0.1
0.0 0.0 -0.1
0.2 -0.1 0.2
0.0 0.0 0.1
0.0 0.0 0.0
-0.1 0.1 0.0
-0.1 0.0 0.0
0.1 0.0 0.0
0.0 0.0 -0.1
0.0 0.0 0.0
-0.1 0.1 0.1
-0.1 -0.1 0.1
0.1 -0.1 0.1
-0.1 0.0 0.0
0.0 0.0 0.0
0.0 0.0 -0.1
0.0 0.0 -0.1
0.2 0.0 0.0
0.1 0.0 -0.1
0.1 -0.1 0.0
-0.1 0.0 0.0
-0.1 0.0 0.0
0.0 0.0 0.1
0.0 0.0 -0.1
-0.1 0.0 -0.1
0.0 0.0 0.0
0.0 0.0 -0.1
0.0 -0.1 -0.1
-0.1 0.1 -0.1
0.0 0.0 0.1
0.0 0.0 0.1
0.0 0.0 0.0
0.0 0.1 0.0
0.0 0.0 0.0
-0.1 0.1 0.0
-0.1 0.0 -0.1
0.0 0.0 0.0
0.1 -0.1 0.0
0.0 0.0 -0.1
0.0 0.0 0.1
0.1 0.0 0.1

Calculated values
- net charge = +1
- spin multiplicity = 1
- Kohn-Sham gap (eV) = 8.27
- strongest force on any atom (eV Å⁻¹) = 2.38